The following is a DFT calculation (the ωB97M-V functional and the def2-TZVPD basis) of a molecular structure, C9H23ClIInNOP at a distorted geometry.

As for the LUMO energy: -0.396 eV. For the HOMO energy, the calculation gives -6.929 eV. Its orbital gap is 6.53 eV.

```
38
Properties=species:S:1:pos:R:3:forces:R:3:mulliken_charge:R:1
O -2.8962 1.1721 2.5522 -1.034 -0.573 -2.545 -0.4917
P -4.1130 2.2904 1.9390 1.110 0.021 1.123 -0.0724
I -3.4480 2.8137 -0.4133 0.197 -0.325 0.055 -0.1768
In -6.3088 1.0243 1.8162 -1.149 -0.664 0.589 0.5866
Cl -6.0871 -0.7858 0.1195 0.150 0.348 0.231 -0.5945
H -2.9508 0.3985 1.9111 -0.043 1.038 1.410 0.2909
H -6.5131 0.2045 3.4363 0.343 0.259 -0.671 -0.2394
H -7.7640 2.0646 1.6105 0.726 -0.270 -0.257 -0.2369
C 3.2627 -0.5975 -2.8698 0.134 -0.131 -0.141 -1.3209
C 1.7604 -0.3841 -2.9418 0.058 0.015 -0.124 -0.3650
C 1.2745 0.8502 -2.1845 -0.374 -0.166 -0.077 -0.7602
C 1.4036 0.8723 -0.6540 -0.356 0.060 -0.164 -0.6766
N 0.6150 -0.2114 0.1251 -0.197 -0.068 0.226 0.4632
C 1.4454 -1.4899 0.3188 -0.077 0.267 -0.109 -0.4806
C 2.2790 -1.2082 1.5508 0.421 -0.120 -0.082 -0.6809
C 1.3133 -0.5071 2.4766 -0.144 -0.028 0.743 -0.6256
C 0.3650 0.2778 1.5832 -0.123 0.088 -0.184 -0.1493
C -0.7322 -0.5214 -0.5167 0.528 0.161 0.106 -1.1196
H 3.6227 -0.6494 -1.8395 0.078 -0.006 -0.013 0.2738
H 3.5284 -1.5360 -3.3670 0.075 0.161 0.098 0.3510
H 3.7945 0.2145 -3.3760 -0.026 -0.095 0.124 0.3902
H 1.2465 -1.2857 -2.6013 -0.068 -0.002 -0.008 0.1997
H 1.4844 -0.2657 -3.9969 -0.061 -0.008 0.210 0.4642
H 0.2303 1.0426 -2.4591 0.133 0.031 0.139 0.3169
H 1.8306 1.7181 -2.5654 -0.049 -0.076 0.284 0.4945
H 1.0097 1.8399 -0.3180 0.018 -0.349 0.030 0.3525
H 2.4502 0.8183 -0.3392 -0.219 -0.193 0.093 0.3882
H 0.7481 -2.3192 0.4970 0.080 0.301 -0.093 0.4365
H 2.0430 -1.6968 -0.5669 -0.222 0.087 -0.069 0.2255
H 3.1250 -0.5532 1.3145 -0.072 -0.146 -0.066 0.2276
H 2.6838 -2.1225 1.9935 -0.045 0.110 -0.182 0.4656
H 1.8273 0.1429 3.1909 -0.145 -0.101 -0.119 0.3234
H 0.7451 -1.2429 3.0593 0.128 0.158 -0.114 0.3456
H 0.5330 1.3574 1.6378 -0.141 -0.280 -0.221 0.3923
H -0.6761 0.0711 1.8506 0.222 0.255 -0.282 -0.0870
H -0.5731 -0.9875 -1.4891 -0.001 0.155 0.110 0.3405
H -1.2878 0.4151 -0.6111 -0.025 -0.145 -0.001 0.2312
H -1.2715 -1.2240 0.1262 0.172 0.229 -0.049 0.5173
```
Forces are in eV/Å.

=====

The following is a DFT calculation (the ωB97M-V functional and the def2-TZVPD basis) of a molecular structure, C35H42BrCsN4OSSi3.

As for the LUMO energy: 3.706 eV. The total charge is -2. For the energy above the lowest of the compared OMol25 structures with the same formula, charge and spin, the calculation gives 0.000 eV. For the HOMO energy, the calculation gives -1.966 eV. Its orbital gap is 5.67 eV.

```
88
Properties=species:S:1:pos:R:3:forces:R:3:mulliken_charge:R:1
Cs -0.5880 0.5679 -0.4830 -0.039 0.062 0.029 1.1324
Br -6.5468 4.0872 4.7206 -0.009 -0.005 -0.010 -0.3068
C -5.4427 3.2412 3.4080 0.043 0.007 0.031 -0.1912
C -6.0127 2.7737 2.2156 -0.010 -0.015 -0.024 -0.3376
C -5.2205 2.1829 1.2725 -0.034 0.022 0.061 -0.6816
C -3.7934 2.0074 1.4290 -0.012 0.028 -0.107 -0.0685
O -3.1110 1.5194 0.4982 0.065 -0.025 0.138 -0.5238
C -3.2582 2.4659 2.6947 0.061 0.018 0.006 0.7767
C -1.8738 2.3610 3.1103 -0.025 -0.033 -0.007 -0.5924
N -0.9093 1.7075 2.5774 -0.041 0.068 0.020 0.2697
C 0.3034 1.7190 3.2786 -0.020 -0.016 -0.005 -0.3580
C 0.3836 1.4310 4.6225 -0.006 0.000 -0.018 -0.0926
C 1.6191 1.4338 5.3021 0.018 0.005 0.011 -0.6856
C 2.7795 1.7220 4.6444 -0.009 -0.009 0.017 -0.9065
C 2.7477 2.0002 3.2563 -0.053 -0.020 -0.010 1.0217
C 3.9118 2.2822 2.5026 0.012 0.006 -0.019 -0.8350
C 3.8111 2.5068 1.1633 0.016 -0.009 0.040 -0.9992
C 2.5342 2.4437 0.5586 -0.006 -0.015 -0.012 0.0340
N 1.4353 2.2081 1.2280 0.076 -0.014 -0.090 0.2192
C 1.5168 1.9870 2.5640 -0.014 -0.026 0.004 0.1389
C -4.0999 3.0921 3.6301 -0.054 0.005 -0.022 -0.7631
H -7.0767 2.8888 2.0456 0.000 -0.001 0.002 0.3636
H -5.6472 1.8257 0.3433 0.017 -0.003 -0.011 0.4035
H -1.6653 2.9318 4.0288 0.010 -0.011 0.008 0.3288
H -0.5223 1.1717 5.1562 -0.005 0.001 -0.007 0.5625
H 1.6377 1.1966 6.3594 0.005 0.001 0.000 0.3649
H 3.7323 1.7233 5.1615 -0.001 0.001 0.000 0.3510
H 4.8718 2.3036 3.0076 0.002 0.001 -0.004 0.3609
H 4.6742 2.7184 0.5467 -0.002 0.005 -0.002 0.4839
H 2.4464 2.5870 -0.5153 0.014 0.021 -0.001 0.0975
H -3.6684 3.4561 4.5563 0.012 -0.003 -0.003 0.3878
C -1.8384 -5.1554 -0.2245 0.011 0.034 -0.014 -1.1745
Si -1.0926 -3.4569 0.2274 0.027 -0.009 0.007 0.0088
C -2.6077 -2.3654 0.5716 0.028 -0.024 -0.001 -0.7495
C -0.3791 -3.7167 1.9686 -0.016 -0.001 -0.013 -1.0898
C 0.0931 -2.8208 -0.9830 -0.036 -0.004 0.031 1.9548
Si 1.8582 -2.8633 -0.6051 0.057 0.018 0.047 -0.1430
C 2.5731 -4.6083 -0.3045 -0.018 0.016 -0.014 -1.1627
C 2.3904 -1.8764 0.9349 -0.033 -0.012 -0.033 -0.8626
C 2.9742 -2.1822 -1.9770 -0.017 -0.015 0.011 -1.1146
Si -0.4297 -2.8157 -2.7019 0.032 -0.034 -0.047 -1.1042
C -0.1224 -4.4392 -3.6524 -0.012 0.026 0.016 -1.2214
C -2.2675 -2.4364 -2.9666 0.001 -0.025 -0.013 -1.0011
C 0.4113 -1.4806 -3.7934 0.046 -0.011 -0.050 -0.2385
C 1.1085 -1.7470 -4.9716 -0.014 -0.013 0.014 -0.1932
C 1.7220 -0.7123 -5.6648 0.002 0.024 0.012 -0.4114
C 1.6293 0.5758 -5.1678 0.016 -0.004 -0.018 -0.5959
C 0.8958 0.7791 -4.0053 0.016 -0.039 -0.007 -0.2921
N 0.3001 -0.2138 -3.3480 -0.032 0.009 0.034 0.4344
H -2.5504 -5.5022 0.5319 0.000 0.007 0.005 0.3404
H -1.0463 -5.9039 -0.3213 0.013 0.010 0.003 0.2748
H -2.3638 -5.1116 -1.1833 -0.001 -0.009 0.003 0.2810
H -3.3100 -2.9026 1.2182 -0.010 0.002 -0.008 0.3759
H -3.1438 -2.0798 -0.3354 -0.008 0.002 0.005 0.2714
H -2.3405 -1.4423 1.0954 -0.006 -0.008 -0.005 0.0511
H -1.1390 -4.1965 2.5940 -0.001 0.004 0.001 0.3294
H -0.1260 -2.7599 2.4317 -0.002 -0.001 0.004 0.1805
H 0.5142 -4.3449 1.9832 0.001 0.001 -0.005 0.2546
H 2.0490 -5.1279 0.5018 -0.003 0.000 0.000 0.2803
H 3.6390 -4.5786 -0.0534 0.002 0.007 0.000 0.3157
H 2.4526 -5.2089 -1.2117 0.003 -0.004 0.004 0.2653
H 2.0350 -2.3274 1.8633 -0.009 -0.007 -0.007 0.3306
H 2.0239 -0.8449 0.9126 0.011 0.004 -0.021 0.0804
H 3.4835 -1.8306 0.9857 0.000 0.001 -0.001 0.3483
H 2.8873 -2.7524 -2.9057 -0.002 -0.002 0.005 0.2661
H 4.0159 -2.2435 -1.6449 0.002 0.002 0.000 0.3887
H 2.7579 -1.1376 -2.2140 -0.002 0.002 0.004 0.2644
H -0.6303 -5.2551 -3.1305 0.000 0.002 0.000 0.2593
H 0.9450 -4.6814 -3.6674 0.001 0.003 0.001 0.3023
H -0.4858 -4.4134 -4.6851 -0.002 0.004 0.001 0.3482
H -2.9211 -3.1810 -2.5053 0.002 0.005 0.012 0.3201
H -2.4865 -2.4088 -4.0382 -0.001 -0.007 0.001 0.3626
H -2.5244 -1.4600 -2.5496 -0.011 0.003 -0.017 0.1439
H 1.1918 -2.7671 -5.3274 -0.005 -0.001 0.002 0.3454
H 2.2822 -0.9151 -6.5716 0.001 0.002 -0.001 0.3815
H 2.1191 1.4169 -5.6404 -0.001 0.002 0.004 0.4444
H 0.8184 1.7746 -3.5763 -0.013 -0.003 0.001 0.1930
S 2.7342 3.8828 -2.9353 0.029 -0.017 -0.011 -0.5101
C 1.4457 4.4199 -1.9135 -0.051 0.045 -0.020 -0.0844
C 1.5701 5.6275 -1.1788 0.002 -0.029 0.001 -0.6586
C 0.5712 6.0374 -0.3294 -0.006 0.013 0.016 -0.2121
C -0.5822 5.2633 -0.2041 0.016 0.014 -0.012 -0.8123
C -0.6406 4.1072 -0.9568 -0.025 -0.025 -0.010 -0.5225
N 0.3206 3.6785 -1.7793 0.013 0.009 0.058 -0.1318
H 2.4789 6.2018 -1.2977 0.001 -0.002 -0.004 0.3827
H 0.6851 6.9541 0.2410 -0.002 -0.001 -0.002 0.3405
H -1.3935 5.5300 0.4596 -0.004 0.000 -0.002 0.4501
H -1.5237 3.4758 -0.8831 -0.001 -0.009 0.016 0.7598
```
Forces are in eV/Å.

=====

The following is a DFT calculation (the ωB97M-V functional and the def2-TZVPD basis) of 2 unconnected molecules or ions with the total composition C9H14 at a distorted geometry.

As for the LUMO energy (alpha / beta): -4.448 / -8.068 eV. As for the expectation value of S²: 0.769. The total charge is +1. For the energy above the lowest of the compared OMol25 structures with the same formula, charge and spin, the calculation gives 1.134 eV. Its multiplicity is 2. For the HOMO energy (alpha / beta), the calculation gives -14.188 / -14.256 eV. Its orbital gap (alpha / beta) is 9.74 / 6.19 eV.

```
23
Properties=species:S:1:pos:R:3:forces:R:3:lowdin_spin:R:1
C 2.5846 -1.4735 -0.6935 2.172 0.050 1.554 0.0691
C -1.4584 -0.6827 0.7576 -0.119 -1.643 -0.895 0.3141
C -0.3384 -0.6007 1.6047 0.037 0.330 0.550 0.0489
C -1.1932 -1.0387 -0.6070 0.514 -0.034 0.365 0.0744
C 0.9005 -0.9286 1.1473 1.613 -0.134 0.910 0.1027
C 0.0923 -1.2654 -1.0235 -0.547 0.204 -2.009 0.0605
C 1.2599 -1.2779 -0.1997 -3.339 0.917 -0.084 0.2353
H -2.4908 -0.7846 1.1024 0.373 0.699 0.166 0.0100
H -0.4392 -0.2778 2.6424 -0.069 -0.225 -0.314 -0.0010
H -1.9796 -1.1817 -1.3471 0.008 0.317 0.375 -0.0001
H 1.7247 -0.8942 1.8557 -0.118 0.029 0.070 0.0018
H 0.1342 -1.3396 -2.1200 0.638 -0.481 0.532 -0.0006
H 2.8252 -1.2707 -1.7387 -0.355 -0.204 0.247 0.0026
H 2.9693 -2.4474 -0.3438 -0.439 -0.525 -0.638 0.0327
H 3.2826 -0.9656 0.0184 -0.325 0.505 -0.788 0.0151
C -1.2254 2.2763 0.0211 0.796 1.395 1.291 0.0168
C -0.7016 3.5417 -0.7065 -0.359 -0.109 0.174 0.0080
H -0.3270 1.9022 0.5433 -0.595 -0.876 -0.443 0.0026
H -1.8241 2.6803 0.8678 -0.037 -0.584 -0.589 -0.0003
H -1.8680 1.6112 -0.5519 0.510 -0.255 -0.093 0.0059
H -1.2472 3.7228 -1.6244 -0.305 0.443 0.087 0.0001
H 0.3563 3.6230 -0.9721 -0.056 -0.678 0.176 0.0000
H -0.8690 4.2770 0.0730 0.004 0.857 -0.644 0.0013
```
Forces are in eV/Å.

=====

The following is a DFT calculation (the ωB97M-V functional and the def2-TZVPD basis) of 2 unconnected molecules or ions with the total composition C23H20Br2N at a distorted geometry.

As for the LUMO energy: -4.977 eV. The total charge is +1. For the HOMO energy, the calculation gives -11.285 eV. Its orbital gap is 6.31 eV.

```
46
Properties=species:S:1:pos:R:3:forces:R:3:nbo_charge:R:1
Br -6.2468 3.2147 -1.0659 0.356 -0.183 0.066 0.1343
C -4.5745 2.3769 -0.7968 0.480 -0.405 0.113 -0.0435
C -4.4939 0.9816 -0.6885 0.606 -0.045 -0.061 -0.2304
C -3.2428 0.3659 -0.5080 -0.453 -0.376 0.067 -0.1537
C -2.0458 1.1035 -0.4086 -0.998 0.794 0.826 -0.0840
C -0.7585 0.4446 -0.2085 0.060 -2.058 -2.176 0.0747
C 0.4231 1.1446 -0.5747 1.613 -0.210 0.192 -0.3337
C 1.6648 0.5268 -0.6038 -1.978 0.319 -0.027 -0.0175
C 2.9004 1.2178 -0.7152 1.952 0.700 -0.399 -0.0614
C 4.1280 0.4897 -0.7914 -0.689 0.227 0.069 -0.1537
C 5.3544 1.1334 -0.8725 -0.085 0.692 -0.013 -0.2417
C 5.4100 2.5449 -0.8920 -0.864 -0.720 0.058 -0.0485
Br 7.0718 3.4249 -0.9833 -0.264 -0.131 0.002 0.1364
C 4.2149 3.2864 -0.8335 0.208 -0.402 -0.016 -0.2277
C 2.9885 2.6369 -0.7399 0.261 -0.428 -0.016 -0.1612
C -2.1733 2.5136 -0.4971 -0.039 0.453 0.166 -0.1528
C -3.4101 3.1456 -0.6983 0.418 -0.481 0.003 -0.2409
H -5.4021 0.3874 -0.7616 0.262 0.066 0.019 0.2443
H -3.2034 -0.7376 -0.4371 -0.020 0.709 -0.044 0.2253
H -0.7732 -0.6493 -0.4496 -0.031 1.251 -0.029 0.2340
H 0.3614 2.2055 -0.8409 0.011 -0.524 0.475 0.2167
H 1.6958 -0.5650 -0.5337 0.046 0.353 0.235 0.2086
H 4.0868 -0.6063 -0.7825 0.081 0.447 0.002 0.2220
H 6.2765 0.5690 -0.9227 -0.075 -0.016 0.005 0.2436
H 4.2676 4.3676 -0.8589 -0.067 -0.060 0.031 0.2410
H 2.0804 3.2334 -0.6762 0.300 -0.060 0.006 0.2161
H -1.2871 3.1622 -0.3859 -0.644 -0.431 -0.083 0.2212
H -3.4782 4.2264 -0.7828 0.116 -0.193 0.056 0.2460
C -0.0896 0.4203 2.7675 -1.878 0.652 0.177 -0.4418
N -0.4370 -0.4365 1.6273 -0.099 -2.483 1.979 -0.4099
C -1.0058 -1.5968 1.9244 0.381 1.464 -1.165 0.2023
C -0.8985 -2.7996 1.0993 -0.179 0.097 -1.154 -0.1575
C -1.9873 -3.6948 0.9646 0.973 -0.073 -0.387 -0.1555
C -1.8719 -4.7858 0.0882 -0.219 0.145 0.332 -0.2259
C -0.6884 -4.9993 -0.6303 -0.020 0.353 0.215 -0.1011
C 0.3907 -4.1129 -0.4949 -0.221 -0.048 0.203 -0.2308
C 0.2921 -3.0245 0.3660 -0.572 0.068 0.079 -0.1681
H 0.8701 0.8817 2.6173 0.477 0.053 -0.294 0.2243
H -0.8473 1.2149 2.7647 0.302 0.221 0.338 0.2103
H -0.0924 -0.0507 3.7746 -0.081 -0.088 -0.858 0.2187
H -1.6846 -1.7123 2.7661 0.521 0.198 0.780 0.1897
H -2.8905 -3.5050 1.5309 -0.067 -0.144 -0.046 0.2242
H -2.7153 -5.4832 -0.0236 0.488 0.400 0.053 0.2361
H -0.6077 -5.8627 -1.2916 -0.015 0.269 0.177 0.2247
H 1.3120 -4.2740 -1.0479 -0.170 -0.055 0.075 0.2304
H 1.1167 -2.3240 0.5074 -0.183 -0.316 -0.032 0.2166
```
Forces are in eV/Å.

=====

Number 1: E -1776.0328 a.u.. Number 2: E -5514.2168 a.u.. Number 3: E -350.9673 a.u.. Number 4: E -6090.9027 a.u..